Record 1
69
Properties=species:S:1:pos:R:3:lowdin_charge:R:1 method="wB97M-V/def2-TZVPD" e_lumo_ha="-0.0155 / -0.0137"
Ti -0.00943 0.60339 -0.09298 0.6600
I 4.75797 0.88959 5.87782 0.8276
C 3.20737 0.79469 4.44402 -0.7147
C 1.90847 1.13119 4.79642 -0.2135
C 0.93487 1.03629 3.83252 -0.5968
I -1.07473 1.54729 4.21462 0.9501
C 1.18207 0.59489 2.51892 -0.4330
O 0.19947 0.43629 1.69142 -0.2816
C 2.52807 0.29299 2.18982 -0.1549
C 2.84417 -0.17921 0.79302 -0.1452
N 2.16997 0.65219 -0.20558 -0.1199
C 2.63287 2.04189 -0.16818 -0.1034
C 1.48857 3.01839 -0.29578 -0.1986
C 1.74137 4.34299 -0.56998 -0.0090
C 0.69247 5.25879 -0.64018 -0.0175
C -0.59763 4.76719 -0.42148 -0.0344
C -0.78993 3.43379 -0.16458 -0.0514
N 0.22937 2.53309 -0.08838 0.0067
C 3.51287 0.39789 3.15372 -0.1206
H 1.66167 1.44809 5.79792 0.0873
H 2.48437 -1.21381 0.67532 0.0799
H 3.93747 -0.16741 0.65122 0.1353
H 2.31927 0.26479 -1.14168 0.1369
H 3.37957 2.24749 -0.94968 0.1427
H 3.11527 2.21309 0.80732 0.1421
H 2.76197 4.66519 -0.71958 0.1209
H 0.87607 6.30089 -0.84668 0.1124
H -1.44313 5.43729 -0.44378 0.1121
H -1.78703 3.04469 0.02562 0.1270
H 4.53067 0.14659 2.89632 0.0984
Cl -5.53243 0.69669 -3.88688 0.6799
C -3.89903 0.68309 -3.30148 -0.6095
C -2.86533 0.78429 -4.21118 -0.1710
C -1.55543 0.77149 -3.76048 -0.6334
I 0.09247 0.92209 -5.06488 0.8750
C -1.23393 0.64959 -2.41008 -0.4667
O -0.00273 0.56259 -1.97338 -0.2812
C -2.31143 0.58069 -1.49058 -0.1951
N -1.93723 0.47789 -0.17418 -0.0782
C -2.91953 0.40999 0.74892 -0.1585
C -4.26023 0.43999 0.41182 -0.0735
C -4.65853 0.51959 -0.91548 -0.0687
C -3.66273 0.58679 -1.91518 -0.1954
H -3.08333 0.87099 -5.26358 0.0940
H -2.59773 0.32769 1.78162 0.0540
H -5.00163 0.41779 1.19602 0.1029
H -5.70013 0.53139 -1.18598 0.0728
C -0.95323 -2.61961 -3.05218 -0.1638
C -1.41653 -2.66291 -1.59878 -0.3909
As -0.00163 -2.09961 -0.32518 1.2687
C 1.23497 -3.62581 -0.84648 -0.3870
C 2.51587 -3.81331 -0.03678 -0.1733
C -0.88453 -2.92681 1.25122 -0.3961
C -0.13733 -2.76691 2.57202 -0.1509
H -1.80193 -2.58821 -3.73218 0.0769
H -0.36113 -3.49811 -3.29318 0.0599
H -0.33843 -1.73901 -3.23258 0.0301
H -1.74903 -3.67641 -1.33988 0.0724
H -2.27053 -1.99251 -1.45738 0.0602
H 1.50657 -3.45301 -1.89398 0.0578
H 0.63347 -4.53981 -0.80108 0.0688
H 3.22437 -3.00751 -0.22618 0.0529
H 2.99927 -4.74591 -0.32298 0.0690
H 2.31027 -3.85991 1.03172 0.0503
H -1.05883 -3.99031 1.04582 0.0685
H -1.85973 -2.42991 1.33102 0.0643
H 0.83357 -3.26321 2.54062 0.0531
H -0.71033 -3.20281 3.39072 0.0732
H 0.01927 -1.71171 2.79312 0.0433


Record 2
77
Properties=species:S:1:pos:R:3:lowdin_charge:R:1 method="wB97M-V/def2-TZVPD" e_lumo_ha=0.0734 de_lowest_kcal_mol=0.0 total_charge=-1
Tl -0.10049 -0.21706 0.17468 1.0160
C 4.58040 -2.08598 5.93469 -0.0541
C 3.63626 -0.98835 6.39319 -0.3013
C 2.59213 -1.54218 7.35110 -0.1458
C 1.78168 -0.39256 7.92512 -0.1358
C 1.19196 0.42145 6.80461 -0.1330
C 0.02554 1.13059 6.99752 0.0405
C -0.57463 1.79314 5.93632 -0.2588
F -1.71944 2.47095 6.17576 0.0523
C -0.05881 1.74681 4.67335 0.0789
C 1.12982 1.04405 4.45967 -0.0317
C 1.62500 0.94337 3.06948 -0.3165
O 1.00686 1.50180 2.16064 -0.0662
C 2.78278 0.10541 2.91508 -0.0522
C 3.34139 -0.48903 4.00983 0.0025
N 2.93871 -0.32121 5.27401 0.0351
C 1.77000 0.39919 5.52120 -0.0671
C 3.18730 -0.38778 1.58419 -0.5053
O 3.97172 -1.48148 1.66682 0.0667
O 2.83202 0.06576 0.52171 0.0285
H 4.99859 -2.56193 6.82236 0.0826
H 5.41427 -1.70819 5.34318 0.0802
H 4.03425 -2.83331 5.35517 0.0729
H 4.21134 -0.21569 6.92034 0.1515
H 3.09518 -2.09622 8.14512 0.1179
H 1.95250 -2.23261 6.79354 0.1242
H 2.42508 0.23501 8.55179 0.1209
H 0.97648 -0.75889 8.56391 0.1168
H -0.45153 1.14611 7.96983 0.1266
H -0.55169 2.21495 3.83317 0.1365
H 4.14860 -1.18055 3.85764 0.1182
Br -1.85151 -3.71788 -6.98934 0.6954
C -1.33991 -2.36049 -5.76159 -0.6980
C -0.54205 -1.31971 -6.19999 -0.1405
C -0.17081 -0.32802 -5.30282 -0.0330
C -0.59115 -0.38731 -3.97725 -0.2637
C -1.37258 -1.45767 -3.54825 -0.0103
C -1.76120 -2.43914 -4.44272 -0.1082
N -0.21521 0.57876 -3.02689 0.1120
C -0.40429 1.79871 -3.29016 -0.0829
C -0.05973 2.87424 -2.33656 -0.2567
C -0.26074 4.19863 -2.70507 -0.0306
C 0.03720 5.19537 -1.78815 -0.0735
C 0.51241 4.82803 -0.54273 -0.0522
C 0.67820 3.47378 -0.26205 -0.1048
N 0.40707 2.51803 -1.14069 0.0992
H -0.20868 -1.28364 -7.22796 0.0945
H 0.47440 0.47958 -5.62559 0.1095
H -1.68885 -1.49933 -2.51314 0.0300
H -2.38418 -3.25892 -4.11286 0.1045
H -0.88708 2.12305 -4.22080 0.1294
H -0.65425 4.43646 -3.68530 0.1063
H -0.11012 6.23766 -2.04124 0.1023
H 0.74942 5.56840 0.20926 0.1012
H 1.04367 3.13369 0.69986 0.0915
N -1.52600 -3.40052 2.73639 -0.0681
C -0.38675 -3.88370 3.51418 -0.3115
P 1.17921 -3.04674 3.02123 0.4600
O 2.01474 -2.90419 4.26322 -0.3456
O 0.77679 -1.83995 2.20025 -0.4544
C 2.07327 -4.18653 1.85613 -0.2963
N 2.24433 -3.59727 0.51476 -0.0386
H -2.39977 -3.53165 3.22854 0.0772
H -2.06521 -3.33314 0.83873 -0.2010
H -1.43066 -2.40911 2.53397 0.0164
H -0.27607 -4.96447 3.37871 0.0718
H -0.46826 -3.70155 4.59263 0.0729
H 1.54323 -5.14384 1.82298 0.0714
H 3.04946 -4.36731 2.31116 0.0686
H 1.51874 -2.89568 0.38773 0.0263
H 2.12554 -4.29364 -0.20912 0.0641
H 3.78921 -2.03344 0.87277 0.1078
O -2.55153 -0.73753 1.48004 -0.4912
S -3.30660 -1.07851 0.27418 0.0941
O -3.02363 -0.19270 -0.84600 -0.4671
O -4.69691 -1.38012 0.50092 -0.3810
S -2.38782 -2.89442 -0.40225 0.5021


Record 3
65
Properties=species:S:1:pos:R:3:lowdin_charge:R:1 method="wB97M-V/def2-TZVPD" e_lumo_ha=0.0422 total_charge=-1
C -4.35330 0.45275 -0.60892 -0.0436
C -3.42937 0.08759 -1.77782 -0.5472
C -3.35116 -1.43377 -1.91581 -0.0676
C -4.01687 0.66094 -3.06969 -0.0578
C -2.02667 0.69768 -1.50360 -0.0628
C -0.96455 -0.06586 -1.12497 0.0475
C 0.34313 0.48154 -0.90601 -0.1712
C 1.42346 -0.38485 -0.63136 0.0475
C 2.79532 -0.12502 -0.89529 -0.1746
C 3.14189 0.89362 -1.84309 0.0445
C 4.46819 1.22963 -2.01003 -0.2557
F 4.78005 2.26148 -2.86312 0.0239
C 5.50931 0.58396 -1.34077 -0.0131
C 5.16955 -0.48679 -0.48713 -0.0771
C 3.85219 -0.85225 -0.28868 -0.0232
C 0.49304 1.90729 -0.93652 0.0142
C -0.52612 2.75634 -1.28539 -0.0663
C -0.36017 4.29048 -1.30657 -0.5462
C -0.92136 4.89229 -2.60474 -0.0534
C 1.11635 4.70036 -1.19883 -0.0734
C -1.12219 4.89900 -0.11502 -0.0477
C -1.86338 2.17353 -1.49787 -0.2642
O -2.86847 2.91488 -1.62355 -0.0098
H -4.43844 1.54280 -0.54544 0.0764
H -5.34184 0.01756 -0.78237 0.0808
H -3.94654 0.06407 0.33263 0.0943
H -2.65653 -1.71209 -2.71711 0.0904
H -3.04156 -1.91361 -0.98091 0.0872
H -4.34188 -1.81715 -2.17782 0.0817
H -3.36427 0.42650 -3.91773 0.0878
H -5.00099 0.21674 -3.24168 0.0790
H -4.12153 1.74515 -2.97837 0.0704
H -1.07013 -1.15558 -1.04092 0.1245
H 1.15615 -1.35367 -0.24233 0.0205
H 2.37630 1.39822 -2.42398 0.1238
H 6.53846 0.89008 -1.49466 0.1091
H 5.97296 -1.02371 0.03232 0.1083
H 3.59524 -1.70023 0.35307 0.0970
H 1.46927 2.30747 -0.68848 0.0990
H -1.98505 4.65257 -2.68768 0.0724
H -0.79723 5.98351 -2.57977 0.0808
H -0.38086 4.48960 -3.47078 0.0880
H 1.54952 4.39352 -0.23358 0.0844
H 1.70826 4.26941 -2.02329 0.0875
H 1.19384 5.79698 -1.26629 0.0831
H -0.73091 4.49095 0.82710 0.0903
H -0.99521 5.99033 -0.11792 0.0811
H -2.18504 4.65103 -0.20762 0.0772
Cl 1.72243 -6.81794 7.23752 0.6458
C 1.22161 -5.85686 5.90179 -0.6991
C 0.54531 -6.44624 4.82756 -0.1064
C 0.14150 -5.65425 3.74292 -0.0548
C 0.41652 -4.28257 3.72675 -0.2531
S -0.28860 -3.18026 2.43904 0.5306
C 0.89923 -2.65439 1.24695 -0.8785
Cl 1.52375 -3.86522 0.25431 0.5178
O -1.27838 -3.95786 1.72986 -0.3764
O -0.63652 -1.96269 3.13035 -0.3649
C 1.06089 -3.69684 4.82321 -0.0618
C 1.47946 -4.47962 5.90534 -0.1082
H 0.32944 -7.51035 4.85711 0.0982
H -0.42349 -6.11038 2.93207 0.1106
H 1.64828 -2.06089 1.73146 -0.0068
H 1.20401 -2.62122 4.86727 0.1116
H 1.98367 -4.02769 6.75491 0.0982


Record 4
72
Properties=species:S:1:pos:R:3:lowdin_charge:R:1 method="wB97M-V/def2-TZVPD" e_lumo_ha=-0.2155 de_lowest_kcal_mol=0.0 total_charge=+2
Sc -0.50580 -0.64648 -0.49427 0.7224
F -3.95580 4.28505 -2.52983 0.1690
C -3.17341 3.21119 -2.61222 -0.6116
F -2.17549 3.48866 -3.45527 0.1524
F -3.90405 2.21649 -3.15643 0.1294
C -2.65901 2.80276 -1.25218 -0.0922
C -3.03672 3.49288 -0.11657 0.0512
C -2.58694 3.08040 1.13407 -0.0053
C -1.77640 1.97121 1.20031 -0.0960
N -1.39297 1.30705 0.10067 -0.0958
C -1.80832 1.70065 -1.11485 -0.6206
S -1.22854 0.70465 -2.45810 0.7037
H -3.68763 4.35256 -0.20545 0.1406
H -2.87126 3.60819 2.03191 0.1248
H -1.41602 1.59059 2.14757 0.1247
N -0.08044 -2.44980 -1.85344 -0.0489
C -0.39666 -3.82235 -1.35522 -0.2204
C 0.39194 -4.17515 -0.10449 -0.1708
C -0.06183 -3.49576 1.17738 -0.2292
N 0.28057 -2.03798 1.19998 -0.0509
H -0.61443 -2.28097 -2.70407 0.0906
H 0.89378 -2.44393 -2.15463 0.1077
H -0.17909 -4.54697 -2.14037 0.1294
H -1.46678 -3.85555 -1.15258 0.1008
H 1.46222 -4.00201 -0.27052 0.1264
H 0.29945 -5.25147 0.04960 0.1328
H 0.40658 -3.98361 2.03263 0.1295
H -1.14166 -3.57887 1.29235 0.0843
H 1.29681 -1.95814 1.19992 0.0960
H -0.00294 -1.67850 2.11107 0.1069
N -3.96367 -1.20542 -2.12074 0.1353
C -4.07478 -1.75468 -0.91341 -0.7310
S -2.83150 -1.62266 0.27522 0.7267
N -5.16993 -2.46042 -0.64954 0.0768
C -5.49839 -3.15750 0.56434 -0.2757
C -5.57976 -2.47602 1.76846 -0.0559
C -5.94469 -3.17321 2.91009 -0.0580
C -6.24451 -4.52582 2.84032 -0.0611
C -6.18357 -5.19092 1.62437 -0.0584
C -5.80698 -4.50704 0.47799 -0.0190
H -3.20166 -0.56176 -2.30916 -0.0103
H -4.75033 -1.19123 -2.75286 0.1332
H -5.81541 -2.60571 -1.41429 0.1667
H -5.38224 -1.41436 1.81263 0.1060
H -6.01748 -2.65034 3.85415 0.1140
H -6.54247 -5.05989 3.73225 0.1151
H -6.43183 -6.24152 1.56332 0.1152
H -5.75346 -5.01778 -0.47569 0.1190
N 5.93147 2.97474 -0.92149 0.1763
C 6.94520 3.68350 -0.31756 -0.1787
C 8.07068 4.32818 -0.82750 -0.0085
C 8.88366 4.94770 0.09429 -0.0621
C 8.59851 4.93278 1.47596 -0.0658
C 7.48796 4.29566 1.97424 0.0002
C 6.64496 3.66010 1.05406 -0.2136
N 5.47944 2.96298 1.26787 0.1917
C 5.08605 2.57589 0.08091 -0.2896
C 3.87576 1.79759 -0.11220 -0.0918
C 3.44967 1.30866 -1.34767 0.0294
C 2.27808 0.58724 -1.42380 -0.1150
N 1.51589 0.30979 -0.35362 -0.0781
C 1.93066 0.78748 0.83991 -0.1233
C 3.07701 1.51840 1.00608 0.0314
H 5.81964 2.84143 -1.91045 0.1587
H 8.30091 4.34456 -1.88407 0.1151
H 9.77113 5.46327 -0.24688 0.1124
H 9.27593 5.43699 2.15108 0.1105
H 7.26273 4.27833 3.03128 0.1178
H 4.00828 1.48218 -2.25632 0.1222
H 1.91814 0.23069 -2.38102 0.1055
H 1.29636 0.57723 1.69529 0.1094
H 3.37540 1.88612 1.97720 0.1268